21
Properties=species:S:1:pos:R:3:lowdin_charge:R:1 method="wB97M-V/def2-TZVPD" orbital_gap_ev=10.8 smiles=O.O.O.O.O.O.O
O 3.84303 2.26492 0.97923 -0.023
O -2.66133 0.06284 1.30334 -0.044
O -2.48567 3.25293 -0.81436 0.008
O 1.28398 -3.66988 -0.05620 -0.045
O -4.50196 -1.66615 -0.07014 -0.075
O 3.07566 -1.25878 -0.84812 -0.090
O 0.35520 0.29205 -0.49244 -0.099
H 0.32062 0.85804 -1.28919 0.038
H -2.59963 -0.09380 2.21786 0.010
H -1.87787 2.66649 -1.08758 -0.052
H 3.24089 -1.05488 0.06476 0.010
H 0.80429 -4.11158 0.69719 0.069
H 1.93355 -3.26127 0.43585 -0.036
H 3.39955 -0.43865 -1.37134 0.087
H 3.82623 2.81807 0.19317 0.039
H -4.84312 -0.75257 0.18361 0.070
H 4.70426 2.34885 1.27885 -0.010
H -2.00718 4.06188 -0.96352 0.036
H -3.88187 -1.53872 -0.74438 -0.018
H -1.74714 -0.22076 1.06493 0.039
H -0.18147 -0.55902 -0.68154 0.085